1.
{"formula": "C6H10O", "method": "wB97M-V/def2-TZVPD", "total_charge": 0, "lumo_ev": 0.75, "multiplicity": 1, "energy_ev": -8427.3074, "orbital_gap_ev": 10.02, "relative_energy_kj_mol": 379.5, "symbols": ["C", "C", "O", "C", "C", "C", "C", "H", "H", "H", "H", "H", "H", "H", "H", "H", "H"], "positions_angstrom": [[-1.6973, -0.6508, -0.3843], [-0.5244, 0.0261, 0.2874], [-0.9214, 0.2584, 1.6543], [0.0623, 1.4236, -0.1730], [1.5457, 1.1667, -0.2722], [1.8867, -0.1166, -0.2995], [0.7173, -1.0444, -0.1938], [-1.7403, -1.7004, -0.1131], [-1.5855, -0.5449, -1.5045], [-3.0793, -0.4498, 0.6318], [-0.8103, -0.4439, 2.3331], [-0.3271, 1.7851, -1.1412], [-0.1388, 2.2322, 0.5480], [2.2498, 1.9912, -0.3228], [2.9086, -0.4639, -0.4098], [0.8425, -1.8605, 0.5328], [0.6114, -1.6081, -1.1731]], "mulliken_charge": [-1.23, 0.94, -0.56, -0.85, -0.39, -0.34, -0.83, 0.37, 0.29, 0.23, 0.31, 0.28, 0.32, 0.40, 0.41, 0.34, 0.32]}



2.
{"formula": "C6H10O2", "method": "wB97M-V/def2-TZVPD", "total_charge": 0, "lumo_ev": 0.99, "multiplicity": 1, "energy_ev": -10477.0535, "orbital_gap_ev": 9.68, "smiles": "C[C@@]12C[C@]1(C)OCO2", "relative_energy_kj_mol": 204.2, "symbols": ["C", "C", "C", "C", "C", "O", "C", "O", "H", "H", "H", "H", "H", "H", "H", "H", "H", "H"], "positions_angstrom": [[-1.7321, -0.9952, -0.4615], [-0.7415, -0.0401, 0.0957], [-0.0189, -0.1532, 1.4460], [0.7909, -0.0156, 0.1657], [1.7792, -1.0259, -0.4513], [1.1747, 1.2855, -0.0259], [-0.0082, 2.0508, -0.3145], [-1.1427, 1.2667, -0.0389], [-1.6768, -2.0865, -0.3102], [-2.6387, -0.6906, 0.0264], [-1.7922, -0.7757, -1.5288], [-0.0060, 0.7006, 2.1506], [-0.1744, -1.1284, 1.8720], [1.8681, -0.8295, -1.4967], [1.5476, -2.0981, -0.2215], [2.7098, -0.7375, 0.0401], [-0.0143, 2.9276, 0.3998], [0.0753, 2.3452, -1.3469]], "mulliken_charge": [-1.63, 1.01, -1.08, 1.10, -1.50, -0.44, -0.18, -0.43, 0.33, 0.40, 0.33, 0.21, 0.34, 0.34, 0.31, 0.39, 0.21, 0.28]}



3.
{"formula": "C6H10O2Si", "method": "wB97M-V/def2-TZVPD", "s2": 2.03, "total_charge": 0, "lumo_ev": [0.58, -0.87], "multiplicity": 3, "energy_ev": -18349.7790, "orbital_gap_ev": [6.20, 9.55], "relative_energy_kj_mol": 58.6, "symbols": ["C", "C", "C", "C", "C", "C", "O", "O", "Si", "H", "H", "H", "H", "H", "H", "H", "H", "H", "H"], "positions_angstrom": [[-1.8893, -1.3645, -0.0145], [-2.7100, -0.1955, -0.0277], [-0.5453, -1.4264, 0.0390], [-1.6099, 1.9821, 0.1493], [0.9381, 0.9253, 1.5576], [0.8122, 0.9386, -1.5457], [-2.1907, 0.9736, 0.0511], [0.0533, -2.6707, 0.0820], [0.8811, -0.1727, -0.0002], [-2.4549, -2.2911, -0.0147], [-3.7807, -0.2543, -0.1425], [0.0484, 1.5403, 1.6825], [1.0508, 0.3289, 2.4576], [1.7850, 1.6018, 1.4988], [1.8145, 1.2267, -1.8461], [0.3545, 0.4359, -2.3932], [0.2568, 1.8516, -1.3502], [-0.6181, -3.3607, 0.1451], [2.0666, -1.0382, -0.0590]], "mulliken_charge": [-0.40, -0.34, 0.53, -0.43, -1.00, -1.08, 0.04, -0.44, 0.39, 0.24, 0.37, 0.38, 0.32, 0.29, 0.35, 0.34, 0.35, 0.27, -0.20]}



4.
{"formula": "C6H10O3", "method": "wB97M-V/def2-TZVPD", "total_charge": 0, "lumo_ev": 0.72, "multiplicity": 1, "energy_ev": -12524.9498, "orbital_gap_ev": 9.40, "smiles": "COC(C)=O.CC=C=O", "relative_energy_kj_mol": 175.9, "symbols": ["C", "O", "C", "C", "O", "H", "H", "H", "H", "H", "H", "C", "C", "C", "O", "H", "H", "H", "H"], "positions_angstrom": [[0.5929, 2.1599, -0.3678], [-0.1046, 1.2080, 0.4359], [-1.3045, 0.6879, -0.0862], [-2.2092, 0.2716, 1.0414], [-1.7190, 0.9582, -1.2108], [0.6642, 3.1018, 0.1837], [1.6049, 1.7793, -0.5297], [0.1297, 2.3575, -1.3387], [-3.0011, 1.0118, 1.1740], [-2.6524, -0.6962, 0.7987], [-1.6521, 0.1645, 1.9755], [2.0120, -1.6112, 0.2525], [0.9841, -1.3399, -0.7862], [-0.2588, -1.7973, -0.7343], [-1.1629, -2.5542, -0.7710], [2.3496, -2.6511, 0.1825], [1.6167, -1.4366, 1.2568], [2.8792, -0.9602, 0.1111], [1.2314, -0.6539, -1.5873]], "mulliken_charge": [-0.71, -0.28, 0.79, -0.98, -0.58, 0.26, 0.21, 0.36, 0.31, 0.30, 0.29, -1.04, -0.49, 0.64, -0.43, 0.33, 0.30, 0.29, 0.42]}



5.
{"formula": "C6H10O5", "method": "wB97M-V/def2-TZVPD", "total_charge": 0, "lumo_ev": 0.57, "multiplicity": 1, "energy_ev": -16618.5982, "orbital_gap_ev": 10.55, "smiles": "O[C@@H]1[C@H](O)[C@@H](O)[C@@H]2O[C@H]2[C@H]1O", "relative_energy_kj_mol": 316.0, "symbols": ["O", "C", "C", "O", "C", "O", "C", "O", "C", "C", "O", "H", "H", "H", "H", "H", "H", "H", "H", "H", "H"], "positions_angstrom": [[1.1111, -0.7417, -1.8759], [0.6280, 0.4034, -1.1990], [1.0983, 0.3747, 0.2834], [2.4662, 0.0471, 0.2663], [0.3202, -0.5623, 1.2900], [0.8320, -0.2098, 2.5640], [-1.0965, -0.1408, 0.9496], [-2.3321, -0.7963, 0.6162], [-1.3204, -0.6332, -0.3857], [-0.9013, 0.4196, -1.3992], [-1.3941, 1.7334, -1.1844], [1.9849, -0.9165, -1.5056], [1.0234, 1.3231, -1.6721], [0.9404, 1.3821, 0.6787], [2.7842, 0.0266, 1.1855], [0.5286, -1.6110, 1.0894], [0.4675, -0.8572, 3.1933], [-1.2506, 0.9404, 1.1036], [-0.8198, -1.5855, -0.6463], [-1.1312, 0.1378, -2.4259], [-2.3621, 1.7300, -1.3249]], "mulliken_charge": [-0.58, -0.09, -0.32, -0.61, -0.01, -0.56, -0.02, -0.52, -0.13, -0.25, -0.59, 0.41, 0.37, 0.35, 0.39, 0.37, 0.35, 0.28, 0.35, 0.42, 0.37]}



6.
{"formula": "C6H10P2", "method": "wB97M-V/def2-TZVPD", "total_charge": 0, "lumo_ev": 0.57, "multiplicity": 1, "energy_ev": -24958.8361, "orbital_gap_ev": 8.83, "smiles": "PC1=CC=C[C@H](P)C1", "relative_energy_kj_mol": 66.0, "symbols": ["P", "C", "C", "C", "C", "C", "P", "C", "H", "H", "H", "H", "H", "H", "H", "H", "H", "H"], "positions_angstrom": [[-2.8658, 0.3271, -0.0457], [-1.0782, -0.1176, 0.0314], [-0.6081, -1.1010, 0.8008], [0.7000, -1.6866, 0.6116], [1.6264, -1.1037, -0.1953], [1.2539, 0.1940, -0.8780], [1.8134, 1.3507, 0.4300], [-0.2199, 0.3449, -1.1091], [-2.8807, 1.7342, 0.1511], [-2.9292, 0.2144, 1.3266], [-1.4238, -1.4286, 1.4241], [1.1142, -2.5300, 1.2160], [2.6490, -1.4709, 0.0499], [1.8932, 0.4096, -1.7461], [0.8118, 1.1493, 1.3053], [0.9714, 2.3920, -0.0064], [-0.3032, 1.4892, -1.3225], [-0.5244, -0.1671, -2.0435]], "mulliken_charge": [-0.10, 0.27, -0.21, -0.42, -0.52, -0.25, -0.02, -0.86, 0.03, 0.01, 0.31, 0.26, 0.34, 0.44, 0.02, 0.01, 0.32, 0.38]}



7.
{"formula": "C6H10S", "method": "wB97M-V/def2-TZVPD", "total_charge": 0, "lumo_ev": [-1.73, -1.72], "multiplicity": 1, "energy_ev": -17214.6477, "orbital_gap_ev": [5.56, 5.56], "relative_energy_kj_mol": 480.1, "symbols": ["C", "C", "C", "C", "C", "C", "S", "H", "H", "H", "H", "H", "H", "H", "H", "H", "H"], "positions_angstrom": [[1.2285, -0.8736, 0.2670], [0.8428, 0.3242, 1.1944], [-0.0276, -0.6501, -0.6064], [-0.4100, 0.3904, 0.4588], [0.3464, -0.1513, -2.0527], [-1.7050, 0.9810, 1.0532], [-0.9118, -2.1273, -0.7930], [2.0458, -0.8357, -0.5179], [1.1985, -1.6914, 1.0046], [0.8399, -0.0704, 2.2811], [1.2697, 1.2911, 1.1904], [-0.4995, 0.3777, -2.5689], [0.7316, -1.0688, -2.5602], [1.1114, 0.5930, -1.9280], [-2.5997, 0.2982, 1.1982], [-2.0542, 1.8193, 0.3700], [-1.4067, 1.3937, 2.0092]], "mulliken_charge": [-0.81, -0.66, 0.85, 0.14, -1.44, -1.05, -0.29, 0.34, 0.25, 0.31, 0.34, 0.29, 0.39, 0.40, 0.29, 0.28, 0.37]}



8.
{"formula": "C6H10S2", "method": "wB97M-V/def2-TZVPD", "total_charge": 0, "lumo_ev": -1.45, "multiplicity": 1, "energy_ev": -28048.7755, "orbital_gap_ev": 7.28, "relative_energy_kj_mol": 536.9, "symbols": ["C", "C", "C", "C", "C", "C", "H", "H", "H", "H", "H", "H", "H", "H", "H", "H", "S", "S"], "positions_angstrom": [[-1.9018, 0.5608, 0.0362], [-0.8711, -0.6011, 0.3988], [-0.6789, -1.5424, -0.8001], [0.8140, -0.3282, 0.8588], [1.7138, 0.2974, -0.0249], [1.8661, 1.8161, 0.0015], [-2.8481, -0.0996, -0.2931], [-1.4521, 1.2521, -0.7975], [-2.1870, 1.2127, 0.9284], [-1.2775, -1.1374, 1.1864], [0.7963, -2.1826, -0.7173], [-1.5783, -2.1833, -0.9908], [-0.6927, -0.6101, -1.7611], [1.1367, -1.3024, 1.1019], [0.8299, 0.1264, 1.7767], [2.2000, 2.3648, -1.0296], [2.6505, -0.5198, -0.9859], [1.4803, 2.8765, 1.1116]], "mulliken_charge": [-1.07, 0.24, -0.83, -1.77, 0.77, -0.31, 0.29, 0.28, 0.31, 0.40, 0.18, 0.35, 0.16, 0.55, 0.64, 0.24, -0.23, -0.20]}



9.
{"formula": "C6H10Si", "method": "wB97M-V/def2-TZVPD", "total_charge": 0, "lumo_ev": 0.76, "multiplicity": 1, "energy_ev": -14259.2195, "orbital_gap_ev": 9.23, "smiles": "C[C@H]1C=CC=C1[SiH3]", "relative_energy_kj_mol": 40.1, "symbols": ["C", "C", "C", "C", "C", "C", "Si", "H", "H", "H", "H", "H", "H", "H", "H", "H", "H"], "positions_angstrom": [[0.2488, 1.7756, 0.1867], [0.5166, 0.4808, -0.5501], [1.8655, -0.1089, -0.2410], [1.6529, -1.3186, 0.2120], [0.3098, -1.7265, 0.0531], [-0.4440, -0.6117, -0.1988], [-2.2768, -0.3790, -0.0156], [-0.1242, 1.4414, 1.2288], [-0.3987, 2.4479, -0.2436], [1.1347, 2.4333, 0.2427], [0.5899, 0.7537, -1.6992], [2.7195, 0.4565, -0.1913], [2.4696, -2.0168, 0.6354], [-0.0177, -2.6913, 0.2462], [-2.7141, 0.6892, -0.8688], [-2.3233, 0.0918, 1.3581], [-3.2085, -1.7174, -0.1548]], "mulliken_charge": [-1.43, 0.89, -0.92, -0.27, -0.45, -0.44, 0.36, 0.34, 0.36, 0.36, 0.21, 0.52, 0.29, 0.52, -0.12, -0.12, -0.11]}



10.
{"formula": "C6H11BO3", "method": "wB97M-V/def2-TZVPD", "total_charge": 0, "lumo_ev": [0.53, 0.51], "multiplicity": 1, "energy_ev": -13217.7610, "orbital_gap_ev": [7.35, 7.32], "smiles": "C/C=C/C(B(O)O)=C(\\C)O", "relative_energy_kj_mol": 259.5, "symbols": ["C", "C", "C", "C", "B", "O", "O", "C", "C", "O", "H", "H", "H", "H", "H", "H", "H", "H", "H", "H", "H"], "positions_angstrom": [[0.1955, 2.1472, -2.4323], [0.0485, 0.9937, -1.5021], [0.2990, 1.0359, -0.1792], [0.2337, -0.0304, 0.7827], [0.8833, 0.0154, 2.2180], [0.9157, -1.0295, 3.0589], [1.2071, 1.3477, 2.5773], [-0.4563, -1.5076, 0.3219], [-1.2991, -1.8779, -0.8286], [-0.4054, -2.3882, 1.3321], [0.5281, 1.9532, -3.5423], [-0.8263, 2.4567, -2.5013], [0.7437, 2.8601, -1.8824], [-0.2457, 0.1815, -2.1163], [0.6370, 2.1150, 0.0664], [0.7519, -0.7407, 3.9704], [1.9710, 1.4378, 3.2477], [-1.8314, -1.1007, -1.1784], [-2.0967, -2.4897, -0.5386], [-0.8301, -2.1560, -1.7151], [-0.4235, -3.2235, 0.8414]], "mulliken_charge": [-1.37, -0.01, -0.03, -0.11, 0.53, -0.55, -0.58, 0.60, -1.81, -0.42, 0.28, 0.29, 0.36, 0.37, 0.08, 0.29, 0.29, 0.52, 0.46, 0.43, 0.35]}



11.
{"formula": "C6H11BO3", "method": "wB97M-V/def2-TZVPD", "total_charge": 0, "lumo_ev": 0.65, "multiplicity": 1, "energy_ev": -13214.8425, "orbital_gap_ev": 8.83, "relative_energy_kj_mol": 541.1, "symbols": ["B", "C", "C", "C", "C", "C", "C", "O", "O", "O", "H", "H", "H", "H", "H", "H", "H", "H", "H", "H", "H"], "positions_angstrom": [[0.2571, 1.1259, 0.5121], [-2.0365, 2.3719, -0.3557], [-1.0340, 2.3067, 0.5278], [-1.3541, -2.0587, 0.3816], [-0.1470, -1.3320, 0.9997], [2.7491, 0.1922, -1.2504], [2.3800, 0.2227, 0.1475], [-1.7358, -1.3290, -0.7096], [-0.4681, 0.0659, 0.9679], [2.9831, -0.2775, 1.0258], [-2.7989, 3.1066, -0.2605], [-2.0525, 1.9184, -1.3361], [-1.0279, 2.9482, 1.4048], [-1.1463, -3.1628, 0.0992], [-2.1088, -2.3939, 1.0384], [0.2289, -1.7958, 1.9656], [0.7875, -1.5874, 0.3849], [2.0263, 0.2804, -2.0461], [3.0613, -0.8347, -1.5440], [3.6211, 0.7359, -1.4054], [-2.1844, -0.5029, -0.5474]], "mulliken_charge": [0.45, -0.82, -0.19, -0.49, -0.15, -1.09, 0.39, -0.52, -0.30, -0.41, 0.27, 0.29, 0.28, 0.28, 0.31, 0.28, 0.10, 0.30, 0.34, 0.37, 0.32]}



12.
{"formula": "C6H11BrCl2Si", "method": "wB97M-V/def2-TZVPD", "total_charge": 0, "lumo_ev": 0.67, "multiplicity": 1, "energy_ev": -109365.0194, "orbital_gap_ev": 10.34, "smiles": "C[Si](C)(C)[C@@H]1[C@@H](Br)C1(Cl)Cl", "relative_energy_kj_mol": 7.2, "symbols": ["C", "Si", "C", "C", "C", "C", "Br", "C", "Cl", "Cl", "H", "H", "H", "H", "H", "H", "H", "H", "H", "H", "H"], "positions_angstrom": [[-0.9971, 0.2526, -1.7363], [-0.7247, 0.0714, 0.1214], [-1.2908, 1.5853, 1.0273], [-1.5643, -1.4783, 0.7526], [1.1525, 0.1616, 0.4669], [2.2015, 0.4488, -0.5817], [3.6044, 1.6102, -0.1575], [2.1121, -0.9034, 0.0597], [3.4562, -1.4815, 1.0935], [1.5635, -2.1733, -1.0027], [-1.1363, -0.7198, -2.1074], [-1.9837, 0.7733, -1.7114], [-0.1240, 0.7367, -2.0869], [-2.2933, 1.7399, 0.7144], [-1.2470, 1.3027, 2.1110], [-0.8813, 2.5117, 0.7075], [-2.3297, -1.3363, 1.5542], [-2.0847, -1.9688, -0.0724], [-0.8301, -2.1453, 1.1151], [1.3351, 0.6144, 1.4147], [2.0616, 0.3981, -1.6822]], "mulliken_charge": [-1.02, 0.40, -1.17, -1.13, -0.48, -0.56, -0.09, 0.54, -0.18, -0.16, 0.32, 0.31, 0.29, 0.37, 0.27, 0.37, 0.34, 0.33, 0.38, 0.54, 0.33]}



13.
{"formula": "C6H11BrS", "method": "wB97M-V/def2-TZVPD", "total_charge": 0, "lumo_ev": 0.72, "multiplicity": 1, "energy_ev": -87275.7674, "orbital_gap_ev": 9.43, "smiles": "CS[C@@]1(Br)CC1(C)C", "relative_energy_kj_mol": 0.0, "symbols": ["C", "S", "C", "Br", "C", "C", "C", "C", "H", "H", "H", "H", "H", "H", "H", "H", "H", "H", "H"], "positions_angstrom": [[1.5038, -1.5720, -2.4523], [0.2162, -1.8921, -1.2255], [0.5536, -0.3255, 0.0203], [2.2764, -0.6351, 0.8529], [0.2811, 1.0482, -0.3506], [-0.4485, 0.3599, 0.8012], [-0.3641, 1.0517, 2.2023], [-1.9466, -0.0088, 0.5244], [0.9058, -1.4856, -3.4655], [2.2202, -2.3466, -2.4562], [2.0598, -0.5733, -2.2292], [-0.4069, 1.1676, -1.2739], [0.9061, 1.9700, -0.1043], [-0.5123, 0.2855, 2.9205], [-1.0169, 1.8585, 2.4036], [0.6586, 1.2494, 2.3884], [-2.0540, -0.9436, 0.9685], [-2.3378, 0.0445, -0.5343], [-2.4947, 0.7471, 1.0097]], "mulliken_charge": [-0.76, -0.02, 0.11, -0.11, -0.71, 1.02, -1.58, -1.78, 0.26, 0.34, 0.24, 0.23, 0.25, 0.43, 0.39, 0.42, 0.42, 0.33, 0.53]}



14.
{"formula": "C6H11Cl9NO2Sr", "method": "wB97M-V/def2-TZVPD", "total_charge": 1, "lumo_ev": -6.08, "multiplicity": 1, "energy_ev": -125516.3880, "orbital_gap_ev": 5.35, "symbols": ["Sr", "O", "H", "C", "O", "N", "C", "C", "H", "H", "H", "H", "H", "H", "H", "C", "Cl", "Cl", "Cl", "H", "C", "Cl", "Cl", "Cl", "H", "C", "Cl", "Cl", "Cl", "H"], "positions_angstrom": [[-2.9065, 2.5199, 0.4286], [-1.5861, 0.6512, 0.4527], [-0.6829, 0.4933, 0.7608], [2.3959, 1.2917, -3.1166], [3.2816, 1.3811, -3.9305], [2.5751, 1.1907, -1.7727], [3.8985, 1.3038, -1.2012], [1.4612, 1.0519, -0.8848], [1.3260, 1.2928, -3.4047], [4.5865, 1.5941, -1.9899], [4.2270, 0.3543, -0.7750], [3.8968, 2.0697, -0.4225], [1.3647, 0.0416, -0.4724], [1.5465, 1.7755, -0.0653], [0.5325, 1.2587, -1.4212], [-1.8504, -1.9171, -2.0194], [-1.7370, -3.6614, -1.7940], [-3.3089, -1.4944, -2.9289], [-0.4064, -1.3029, -2.8523], [-1.8887, -1.4465, -1.0451], [-3.2657, -1.7247, 1.8948], [-1.7094, -2.5302, 1.8513], [-4.0756, -1.9788, 3.4459], [-4.2785, -2.2347, 0.5433], [-3.1208, -0.6606, 1.7804], [-0.1296, 0.1051, 3.7181], [0.9617, 1.3799, 3.1373], [-1.1061, 0.6858, 5.0223], [0.7698, -1.3154, 4.1680], [-0.7713, -0.1744, 2.8930]], "mulliken_charge": [1.76, -0.69, 0.00, 0.20, -0.57, 0.17, -1.01, -1.03, 0.27, 0.34, 0.32, 0.32, 0.35, 0.30, 0.33, 0.87, -0.09, -0.14, -0.12, -0.56, 0.40, -0.10, -0.12, -0.09, -0.08, 1.07, -0.15, -0.12, -0.10, -0.74]}